[1]
Density functional theory data (ωB97M-V/def2-TZVPD) for one molecule with the formula C3H5N3.

Last column: Löwdin charge in e.
Element x y z (Å)
H1 1.57503 2.00969 0.89035  0.068
N1 1.28867 2.05993 -0.08964  0.134
C1 0.58003 1.12308 -0.46145  -0.251
C2 -0.29180 -0.02304 -0.20017  -0.414
C3 -1.39783 0.00357 0.58316  0.071
N2 0.26120 -1.22161 -0.68206  -0.040
N3 0.65730 -2.06250 0.13922  0.105
H2 0.96107 -2.90215 -0.37804  0.067
H3 0.09259 0.98816 -1.53985  0.147
H4 -1.77743 0.93030 0.98271  0.060
H5 -1.94883 -0.90543 0.75577  0.052

The energy relative to the best compared isomer or geometry (same formula, charge and spin) comes out at 4.521 eV. The HOMO energy is -9.196 eV. As for the HOMO-LUMO gap: 9.31 eV.



[2]
Density functional theory data (ωB97M-V/def2-TZVPD) for a 2-piece molecular cluster, C3H5N3 overall.

Last column: Löwdin charge in e.
Element x y z (Å)
C1 -1.83815 -0.24976 -0.00841  -0.117
N1 -0.77156 0.12900 -0.93800  -0.023
C2 1.56458 1.19930 0.84636  -0.028
C3 2.44394 0.42645 0.56689  -0.032
N2 0.90317 -1.45983 -1.42179  0.207
N3 0.06212 -0.74812 -1.15406  -0.252
H1 -1.47514 -0.86376 0.82420  0.073
H2 -2.25498 0.67579 0.39062  0.066
H3 -2.63622 -0.79291 -0.52637  0.069
H4 0.78496 1.89113 1.08475  0.019
H5 3.21683 -0.26428 0.30351  0.017

The energy relative to the best compared isomer or geometry (same formula, charge and spin) comes out at 4.431 eV. The HOMO energy is -9.516 eV. As for the HOMO-LUMO gap: 10.47 eV.